No. 1
{
  "formula": "C38H62N3O29",
  "method": "the ωB97M-V functional and the def2-TZVPD basis",
  "elements": ["C", "C", "C", "N", "C", "C", "N", "C", "C", "C", "O", "C", "C", "C", "O", "N", "H", "H", "H", "H", "H", "H", "H", "H", "H", "H", "H", "H", "H", "H", "H", "H", "H", "H", "H", "H", "H", "H", "H", "H", "H", "H", "C", "C", "O", "C", "O", "O", "H", "H", "H", "H", "C", "C", "O", "C", "O", "O", "H", "H", "H", "H", "C", "C", "O", "C", "O", "O", "H", "H", "H", "H", "C", "C", "O", "C", "O", "O", "H", "H", "H", "H", "C", "C", "O", "C", "O", "O", "H", "H", "H", "H", "C", "C", "O", "C", "O", "O", "H", "H", "H", "H", "C", "C", "O", "C", "O", "O", "H", "H", "H", "H", "C", "C", "O", "C", "O", "O", "H", "H", "H", "H", "C", "C", "O", "C", "O", "O", "H", "H", "H", "H"],
  "xyz": [[-0.251, -1.176, -0.802], [1.130, -1.485, -0.255], [2.146, -0.308, -0.388], [1.728, 0.657, -1.414], [2.423, 1.913, -1.320], [2.181, 2.650, -0.013], [0.748, 2.670, 0.205], [0.086, 3.568, -0.750], [-1.405, 3.691, -0.360], [-2.438, 3.430, -1.443], [-2.477, 2.094, -1.888], [-3.251, 1.221, -1.064], [-3.544, -0.031, -1.860], [0.321, 3.047, -2.145], [-0.038, 3.996, -3.111], [1.822, 2.811, -2.363], [-0.264, -1.140, -1.886], [-0.952, -1.940, -0.495], [-0.634, -0.238, -0.423], [0.989, -1.677, 0.801], [1.502, -2.359, -0.773], [3.112, -0.761, -0.605], [2.202, 0.144, 0.592], [1.997, 0.248, -2.308], [3.501, 1.845, -1.490], [2.728, 2.169, 0.780], [2.541, 3.677, -0.164], [0.508, 2.943, 1.148], [0.549, 4.559, -0.671], [-1.585, 3.037, 0.483], [-1.584, 4.700, -0.003], [-2.310, 4.083, -2.291], [-3.408, 3.689, -1.017], [-4.197, 1.672, -0.780], [-2.665, 0.967, -0.186], [-4.367, 0.177, -2.533], [-2.672, -0.268, -2.451], [-3.779, -0.837, -1.186], [-0.181, 2.111, -2.352], [-0.066, 3.475, -3.927], [2.261, 3.733, -2.333], [1.939, 2.422, -3.302], [5.696, -2.470, -2.304], [5.683, -3.618, -3.292], [5.034, -4.653, -2.546], [4.275, -4.080, -1.587], [3.491, -4.649, -0.902], [4.538, -2.746, -1.500], [5.608, -1.495, -2.777], [6.579, -2.477, -1.661], [5.089, -3.400, -4.181], [6.677, -3.935, -3.595], [0.418, 3.416, -7.759], [-0.230, 2.227, -8.439], [0.010, 1.165, -7.496], [0.186, 1.712, -6.292], [0.264, 1.122, -5.252], [0.293, 3.054, -6.371], [-0.084, 4.358, -7.958], [1.476, 3.515, -8.001], [-1.306, 2.347, -8.562], [0.214, 1.989, -9.401], [5.856, -2.300, 1.415], [5.981, -2.598, 2.892], [7.360, -2.963, 3.007], [8.042, -2.409, 1.979], [9.224, -2.391, 1.874], [7.180, -1.876, 1.069], [5.136, -1.515, 1.195], [5.606, -3.185, 0.829], [5.796, -1.721, 3.515], [5.343, -3.411, 3.227], [-5.047, 0.302, 3.756], [-5.864, 0.874, 2.622], [-5.114, 0.459, 1.467], [-4.386, -0.628, 1.806], [-3.784, -1.301, 1.027], [-4.428, -0.840, 3.137], [-5.648, 0.003, 4.607], [-4.264, 0.984, 4.093], [-6.863, 0.440, 2.570], [-5.948, 1.957, 2.659], [6.770, -7.651, 5.182], [7.515, -6.608, 4.375], [6.554, -5.548, 4.297], [5.698, -5.673, 5.331], [4.889, -4.852, 5.631], [5.883, -6.848, 5.974], [7.418, -8.243, 5.822], [6.174, -8.319, 4.558], [8.404, -6.237, 4.887], [7.791, -6.947, 3.381], [-5.447, 7.264, 0.423], [-6.078, 6.160, -0.399], [-5.832, 5.002, 0.408], [-5.667, 5.407, 1.691], [-5.620, 4.679, 2.628], [-5.567, 6.756, 1.756], [-5.960, 8.217, 0.332], [-4.388, 7.403, 0.195], [-7.155, 6.285, -0.514], [-5.626, 6.041, -1.381], [2.607, -5.186, 8.647], [2.814, -6.586, 8.122], [2.599, -7.391, 9.285], [1.823, -6.686, 10.147], [1.328, -7.129, 11.130], [1.692, -5.401, 9.727], [2.182, -4.514, 7.907], [3.526, -4.749, 9.041], [2.077, -6.860, 7.364], [3.812, -6.744, 7.722], [-2.113, -2.390, -10.874], [-2.766, -1.052, -10.603], [-1.664, -0.269, -10.123], [-0.519, -0.817, -10.600], [0.553, -0.309, -10.522], [-0.763, -2.013, -11.173], [-2.553, -2.922, -11.713], [-2.109, -3.040, -9.998], [-3.160, -0.586, -11.507], [-3.552, -1.101, -9.853], [-7.366, 5.000, 6.812], [-8.479, 5.165, 5.801], [-8.223, 4.092, 4.887], [-7.515, 3.144, 5.541], [-7.285, 2.058, 5.112], [-7.106, 3.594, 6.747], [-7.653, 5.287, 7.820], [-6.460, 5.538, 6.528], [-9.468, 5.022, 6.239], [-8.451, 6.119, 5.282]],
  "mulliken_charge": [-1.0700, -0.3093, -0.7683, 0.2757, -0.2035, -1.3684, -0.3285, 0.7343, -1.5711, -0.9001, -0.4917, 0.1148, -1.5388, -0.7662, -0.6906, 0.0521, 0.1971, 0.5595, 0.0176, 0.3461, 0.1202, 0.1977, 0.3172, 0.3134, 0.3917, 0.5559, 0.4227, 0.3220, 0.3108, 0.5900, 0.3095, 0.6330, 0.5030, 0.4556, 0.1680, 0.4063, 0.3302, 0.3161, 0.8076, 0.2698, 0.4524, 0.5540, -0.2705, -0.4005, -0.3674, 0.6064, -0.5252, -0.0542, 0.3080, 0.2021, 0.2617, 0.3364, -0.3610, -0.3451, -0.2695, 0.6607, -0.5612, -0.3439, 0.3333, 0.2647, 0.2394, 0.3268, -0.0153, -0.1715, -0.2793, 0.6152, -0.5444, -0.3484, 0.1232, 0.0799, 0.2015, 0.2553, -0.3003, 0.0751, -0.3242, 0.5577, -0.4992, -0.3655, 0.3105, 0.2256, 0.2274, 0.0954, -0.3759, -0.3863, -0.2208, 0.6516, -0.5156, -0.3119, 0.3176, 0.2586, 0.2705, 0.3006, -0.3724, -0.2534, -0.3093, 0.6480, -0.4863, -0.3398, 0.3149, 0.2563, 0.2600, 0.2855, -0.2763, 0.0222, -0.3409, 0.6200, -0.5085, -0.3474, 0.2895, 0.2750, 0.2299, 0.0392, -0.3388, -0.3033, -0.2852, 0.6768, -0.5058, -0.3442, 0.3024, 0.2607, 0.2597, 0.2967, -0.3062, -0.2722, -0.3150, 0.6535, -0.5316, -0.3211, 0.2931, 0.2489, 0.2550, 0.2844],
  "mol_weight_da": 1024.91,
  "total_charge": 1,
  "homo_lumo_gap_ev": 9.25
}

No. 2
{
  "formula": "C38H63ClGeN5OPS2Zn",
  "method": "the ωB97M-V functional and the def2-TZVPD basis",
  "elements": ["Zn", "N", "C", "N", "S", "H", "H", "H", "H", "C", "C", "C", "C", "C", "N", "H", "H", "H", "H", "H", "H", "H", "H", "H", "Ge", "C", "C", "C", "C", "C", "C", "C", "C", "C", "C", "C", "C", "H", "H", "H", "H", "H", "H", "H", "H", "H", "H", "H", "C", "N", "C", "N", "S", "H", "H", "H", "H", "H", "H", "O", "P", "C", "C", "C", "C", "C", "C", "C", "C", "C", "C", "C", "C", "C", "C", "C", "C", "C", "C", "H", "H", "H", "H", "H", "H", "H", "H", "H", "H", "H", "H", "H", "H", "H", "H", "H", "H", "H", "H", "H", "H", "H", "H", "H", "H", "H", "H", "H", "H", "H", "H", "H", "Cl"],
  "xyz": [[-0.787, -0.505, 0.325], [-1.232, 2.502, 2.113], [-1.834, 2.827, 1.003], [-2.196, 4.070, 0.715], [-2.260, 1.527, -0.092], [-1.040, 3.216, 2.802], [-0.683, 1.594, 2.166], [-2.057, 4.814, 1.383], [-2.774, 4.266, -0.087], [-2.159, -4.316, 3.516], [-3.083, -3.188, 3.027], [-3.291, -2.138, 4.133], [-4.432, -3.754, 2.551], [-2.451, -2.519, 1.903], [-1.996, -1.987, 0.990], [-2.652, -4.841, 4.332], [-1.216, -3.911, 3.879], [-1.951, -5.028, 2.718], [-3.713, -2.633, 5.006], [-3.978, -1.358, 3.809], [-2.345, -1.678, 4.417], [-4.922, -4.240, 3.392], [-4.291, -4.490, 1.760], [-5.083, -2.961, 2.183], [-2.642, 2.386, -2.290], [-3.917, 1.100, -3.002], [-3.631, 0.302, -4.106], [-4.626, -0.489, -4.662], [-5.906, -0.477, -4.127], [-6.194, 0.315, -3.023], [-5.201, 1.101, -2.459], [-1.027, 2.942, -3.216], [-0.651, 4.282, -3.129], [0.401, 4.758, -3.895], [1.074, 3.902, -4.756], [0.711, 2.565, -4.837], [-0.335, 2.081, -4.067], [-3.418, 3.635, -1.829], [-2.646, 0.317, -4.552], [-4.410, -1.091, -5.536], [-6.690, -1.066, -4.584], [-7.196, 0.340, -2.619], [-5.427, 1.737, -1.611], [-1.197, 4.958, -2.480], [0.683, 5.800, -3.835], [1.875, 4.280, -5.376], [1.236, 1.898, -5.508], [-0.608, 1.036, -4.119], [-4.008, -3.345, -2.304], [-3.003, -2.358, -1.947], [-1.937, -2.040, -2.670], [-1.805, -2.541, -3.895], [-0.674, -1.019, -2.031], [-4.802, -3.319, -1.563], [-3.585, -4.353, -2.324], [-4.447, -3.121, -3.277], [-3.031, -1.982, -1.015], [-2.454, -3.214, -4.268], [-0.976, -2.333, -4.427], [0.089, 0.228, 1.931], [1.563, -0.112, 1.345], [2.662, 1.211, 1.938], [2.036, 2.562, 1.505], [3.075, 3.673, 1.323], [4.184, 3.501, 2.357], [4.967, 2.208, 2.082], [4.095, 1.135, 1.415], [2.382, -1.146, -0.806], [3.326, -1.856, -1.551], [4.048, -0.603, -2.331], [3.083, 0.530, -2.978], [2.510, 1.699, -1.973], [1.959, 0.879, -0.981], [1.904, -1.790, 2.009], [1.036, -2.136, 3.231], [1.541, -1.415, 4.478], [2.948, -1.900, 4.807], [3.883, -1.596, 3.637], [3.357, -2.179, 2.322], [2.634, 1.124, 3.028], [1.325, 2.866, 2.275], [1.485, 2.392, 0.577], [2.592, 4.646, 1.428], [3.520, 3.645, 0.326], [3.732, 3.464, 3.352], [4.862, 4.353, 2.333], [5.360, 1.820, 3.024], [5.818, 2.423, 1.433], [4.538, 0.156, 1.584], [4.068, 1.284, 0.336], [0.826, -1.003, -0.107], [2.802, -2.507, -2.258], [4.047, -2.449, -0.990], [4.633, -1.053, -3.132], [4.722, -0.116, -1.625], [2.219, 0.020, -3.411], [3.630, 1.047, -3.767], [1.745, 2.297, -2.468], [3.316, 2.358, -1.641], [0.715, -0.480, -1.282], [0.595, 0.275, -0.167], [1.565, -2.417, 1.171], [1.073, -3.218, 3.396], [0.005, -1.842, 3.035], [0.868, -1.599, 5.318], [1.538, -0.344, 4.257], [2.923, -2.977, 4.994], [3.319, -1.416, 5.711], [4.874, -2.009, 3.832], [3.984, -0.513, 3.551], [3.402, -3.270, 2.387], [4.013, -1.877, 1.504], [1.493, -0.227, -0.376]],
  "mulliken_charge": [-0.1956, -0.1440, 0.6208, -0.2562, -0.1171, 0.2502, -0.2281, 0.2514, 0.1252, -1.4108, 2.0074, -1.5450, -1.7800, 0.1136, -0.6713, 0.4662, 0.2600, 0.3942, 0.4466, 0.4019, 0.2718, 0.4487, 0.3733, 0.3931, 0.5245, 0.5772, -0.1571, -0.7000, -0.5647, -0.7118, -0.5633, 0.8063, -0.5568, -0.8101, -0.5710, -0.7296, 0.1658, -0.1184, 0.1317, 0.5020, 0.4621, 0.4517, 0.4641, 0.3665, 0.4518, 0.4485, 0.4476, 0.0705, -1.2363, 0.3487, 0.4334, -0.1701, 0.0057, 0.3583, 0.3724, 0.4087, -0.0461, 0.2282, 0.2112, -1.8193, 0.7387, 0.7890, -0.4176, -0.8411, -0.8519, -1.0908, -0.3486, 1.0536, -1.3221, -0.9261, -0.6571, 0.4302, -0.4066, 0.7208, -0.3316, -0.5288, -1.0974, -0.0422, -1.5138, 1.1776, 0.1149, -0.1927, 0.5661, 0.1557, 0.3013, 0.5073, 0.3403, 0.4421, 0.3252, -0.0382, 1.2019, 0.2412, 0.2967, 0.5647, 0.2686, 0.0583, 0.7042, -1.1243, 0.3892, -1.1471, 0.9973, 1.0718, 0.9653, -0.7274, 0.4348, 0.1390, 0.3078, 0.5377, 0.5181, -0.1912, 0.6407, -0.0008, -1.1608],
  "mol_weight_da": 874.52,
  "total_charge": 2,
  "relative_energy_kcal_mol": 866.79,
  "homo_lumo_gap_ev": 6.46
}